Record 1
Computed, not measured: C8H9N5 in the gas phase at a distorted geometry, with the ωB97M-V functional and the def2-TZVPD basis.

The calculation puts the relative energy (zero: lowest compared OMol25 entry of this formula, charge and spin) at 6.779 eV. Its multiplicity is 1. For the total energy, the calculation gives -15886.73427 eV. The calculation puts the molecular weight at 175.20 g/mol. Its LUMO energy (alpha / beta) is -0.2732 / -0.1017 eV.

CARTESIAN COORDINATES (ANGSTROEM)
C: 0.99232 0.26930 3.00895
C: -0.37220 -0.12082 2.99212
C: 1.56365 0.32280 1.75022
C: -1.08535 -0.18760 1.83487
C: 0.86163 0.30197 0.56737
C: -0.72770 0.88656 -2.44702
C: -1.42035 -0.20723 -0.64094
C: -0.52516 0.13300 0.61238
N: -1.83045 1.53683 -2.00652
N: -2.28961 0.87264 -1.01331
N: -0.57668 -0.37100 -1.83247
N: 1.33234 -0.82040 -2.72561
N: 0.29430 -1.27354 -1.98072
H: 1.72932 0.34342 3.76947
H: -1.13127 -0.16634 3.71016
H: 2.59757 0.40132 1.54779
H: -2.18919 -0.51568 1.82685
H: 1.28535 0.57132 -0.43896
H: -0.11793 1.23243 -3.29096
H: -2.11796 -1.09090 -0.39561
H: 1.82513 -1.75032 -2.87595
H: 1.90225 -0.36776 -1.97215


Record 2
Computed, not measured: 2 unconnected molecules or ions with the total composition C11H10NS at a distorted geometry, with the ωB97M-V functional and the def2-TZVPD basis.

Its multiplicity is 1. For the total energy, the calculation gives -23883.53178 eV. The calculation puts the molecular weight at 188.28 g/mol. Its LUMO energy is -5.1566 eV. The total charge is +1.

CARTESIAN COORDINATES (ANGSTROEM)
C: -2.12068 2.15960 1.38735
C: -0.72108 2.39656 1.39189
C: -2.59078 1.37713 0.35486
C: 2.12438 -1.78537 0.39794
C: 1.86448 -3.06128 -0.14915
C: 0.10165 1.93415 0.37674
C: -1.76465 0.87693 -0.64194
C: 0.95678 -1.09266 0.63146
C: 0.54677 -3.23491 -0.39140
C: 1.15627 0.57175 -2.40103
C: 0.44671 0.68796 -1.44646
N: -0.42426 1.14863 -0.56471
S: -0.46537 -1.91931 0.18313
H: -2.89122 2.37857 2.08830
H: -0.21715 2.94968 2.16831
H: -3.57886 1.12714 0.28004
H: 3.00786 -1.17411 0.54190
H: 2.44718 -3.99118 -0.20656
H: 1.15549 2.01935 0.63585
H: -2.01346 0.31806 -1.55623
H: 1.12076 -0.12393 0.98924
H: 1.75570 0.51527 -3.30532
H: 0.10348 -4.07801 -0.76422


Record 3
Computed, not measured: 2 unconnected molecules or ions with the total composition C4H12OS at a distorted geometry, with the ωB97M-V functional and the def2-TZVPD basis.

The calculation puts the relative energy (zero: lowest compared OMol25 entry of this formula, charge and spin) at 1.924 eV. Its multiplicity is 1. For the total energy, the calculation gives -17223.62075 eV. As for the SMILES: CCCSC.O. The calculation puts the molecular weight at 108.21 g/mol. Its LUMO energy is 0.7407 eV.

CARTESIAN COORDINATES (ANGSTROEM)
C: -1.11689 1.93212 -0.87039
C: 0.15151 1.15973 -0.91472
C: 1.11317 1.41899 0.17056
S: 0.44452 0.87145 1.79930
C: 1.32900 -0.81770 1.90596
H: -2.10459 1.57250 -1.20402
H: -1.40856 2.27262 0.10749
H: -1.12768 2.89906 -1.50119
H: 0.66227 1.59991 -1.87764
H: 0.08253 0.17753 -1.12977
H: 1.14366 2.54773 0.50376
H: 2.10490 0.91853 0.00808
H: 2.30811 -0.77946 1.97868
H: 0.96308 -1.29196 2.78632
H: 0.87209 -1.32145 0.99506
O: -1.98210 -4.37742 -3.15246
H: -2.50444 -5.22916 -3.22456
H: -1.10759 -4.44846 -2.75989


Record 4
Computed, not measured: a molecular structure, C33H20N6S2TeW, with the ωB97M-V functional and the def2-TZVPD basis.

The calculation puts the relative energy (zero: lowest compared OMol25 entry of this formula, charge and spin) at 0.073 eV. Its multiplicity is 1. For the total energy, the calculation gives -74278.76162 eV. The calculation puts the molecular weight at 876.14 g/mol. Its LUMO energy is 4.3794 eV. The total charge is -2.

CARTESIAN COORDINATES (ANGSTROEM)
W: 0.02959 -0.23988 -0.42688
C: -3.53118 1.76950 -2.26205
C: -2.26504 1.26364 -1.98357
N: -1.94690 0.72629 -0.82113
C: -2.86418 0.73942 0.18031
C: -4.16345 1.26834 -0.00904
C: -4.48827 1.76121 -1.28625
C: -5.05127 1.33925 1.08740
C: -4.60274 0.96780 2.32354
C: -3.31436 0.45695 2.52668
C: -2.42760 0.27505 1.46723
N: -1.15034 -0.19931 1.49783
C: -0.52159 -0.69998 2.59062
C: -1.05530 -1.25074 3.75908
C: -0.22314 -1.67618 4.80338
C: 1.14233 -1.56779 4.74816
C: 1.73934 -1.07726 3.56498
C: 3.13224 -0.95672 3.37734
C: 3.60873 -0.47125 2.18948
C: 2.71851 -0.14797 1.16686
N: 1.41352 -0.30949 1.28922
C: 0.90910 -0.70126 2.48550
H: -3.72676 2.17409 -3.24643
H: -1.47993 1.28982 -2.72419
H: -5.48206 2.15782 -1.46081
H: -6.04882 1.73456 0.93540
H: -5.25300 1.07260 3.18572
H: -3.01135 0.25384 3.53706
H: -2.11304 -1.42071 3.85453
H: -0.69210 -2.10062 5.68483
H: 1.77070 -1.87405 5.57621
H: 3.80122 -1.24061 4.18195
H: 4.66987 -0.33756 2.02220
H: 3.05277 0.25301 0.21863
C: 2.40662 -4.10313 -0.06128
C: 3.34039 -4.04605 -1.09011
C: 3.38588 -2.92245 -1.88243
C: 2.50213 -1.86036 -1.66006
N: 1.56615 -1.95472 -0.69360
C: 1.54422 -3.04146 0.08778
C: 2.51143 -0.60161 -2.38814
C: 3.44596 -0.35674 -3.40840
C: 3.40405 0.81442 -4.12822
C: 2.41340 1.75280 -3.82380
C: 1.52319 1.52047 -2.79444
C: 1.53035 0.34732 -2.01710
H: 2.33619 -4.95826 0.59606
H: 4.02332 -4.86881 -1.26499
H: 4.11054 -2.86026 -2.68121
H: 0.78360 -3.04528 0.85520
H: 4.20709 -1.09260 -3.64362
H: 4.12081 1.00278 -4.91986
H: 2.35102 2.67657 -4.39012
H: 0.80360 2.29276 -2.54590
S: -1.53963 -2.42932 -0.20485
C: -1.46729 -2.58750 -1.90331
S: -0.60931 -1.28419 -2.63318
C: -2.07509 -3.61464 -2.62745
C: -2.03139 -3.67820 -4.04294
N: -2.00201 -3.76700 -5.19483
C: -2.78238 -4.65473 -1.96772
N: -3.37637 -5.50337 -1.45573
Te: 0.40699 2.40508 0.27402


Record 5
Computed, not measured: a molecular structure, CBrClFO2S at a distorted geometry, with the ωB97M-V functional and the def2-TZVPD basis.

The calculation puts the relative energy (zero: lowest compared OMol25 entry of this formula, charge and spin) at 2.991 eV. Its multiplicity is 1. For the total energy, the calculation gives -101247.56091 eV. The calculation puts the molecular weight at 210.43 g/mol. Its LUMO energy (alpha / beta) is 1.8160 / 1.7949 eV. The total charge is -1.

CARTESIAN COORDINATES (ANGSTROEM)
C: 0.49898 0.25393 0.07943
O: -0.92319 -1.87381 -0.54956
O: -2.04616 0.06395 0.45973
F: 0.98638 1.61006 -1.80288
S: -0.92132 -0.84344 0.52115
Cl: 0.41366 1.59220 1.05602
Br: 1.99165 -0.80289 0.23612


Record 6
Computed, not measured: C5H7NO2 in the gas phase at a distorted geometry, with the ωB97M-V functional and the def2-TZVPD basis.

The calculation puts the relative energy (zero: lowest compared OMol25 entry of this formula, charge and spin) at 2.146 eV. Its multiplicity is 1. For the total energy, the calculation gives -10881.47093 eV. As for the SMILES: C=C=C(N)OC(C)=O. The calculation puts the molecular weight at 113.12 g/mol. Its LUMO energy is 0.8123 eV.

CARTESIAN COORDINATES (ANGSTROEM)
C: 1.81016 1.24104 -1.62282
C: 1.22428 0.45503 -0.76730
C: 0.95576 -0.16624 0.37228
N: 1.81729 -0.99455 1.07528
O: -0.31143 -0.15544 0.90139
C: -1.32778 0.16364 -0.00039
C: -2.56844 -0.60087 0.39108
O: -1.31771 1.09018 -0.75815
H: 1.82751 1.01690 -2.68062
H: 2.21660 2.20553 -1.34482
H: 2.79278 -0.75858 0.97840
H: 1.51645 -1.20000 2.01719
H: -2.31344 -1.47501 0.98217
H: -3.10895 -0.88724 -0.50760
H: -3.21309 0.06562 0.96389